Entry 1:
The following is a quantum chemistry calculation of C3H11N2PS in the gas phase at a distorted geometry, from the Open Molecules 2025 dataset.

XYZ file:
```
18
Properties=species:S:1:pos:R:3:forces:R:3
C -1.934833 1.201853 -1.620265 -1.6 4.2 2.0
N -1.028576 1.321059 -0.472601 -0.3 0.3 -2.6
P -0.790041 0.134622 0.600273 1.5 -1.6 1.7
N 0.109096 1.132212 1.639130 -0.5 1.5 -1.0
C 0.595555 0.769021 2.929835 2.4 0.1 0.1
S 1.209888 -0.964923 -0.316951 0.0 0.1 -0.1
C 1.414550 -2.662580 -1.179200 -3.4 0.8 0.9
H -1.884819 0.511888 -2.379572 0.7 -2.5 -1.1
H -2.914357 1.258277 -1.126131 -0.2 -0.3 -0.9
H -1.786378 2.188521 -2.157592 -0.5 -0.9 0.5
H -0.196994 1.608126 -0.918496 1.7 0.6 0.2
H 0.255169 2.114162 1.334689 -0.1 -1.2 0.2
H 0.336800 1.397015 3.784604 -0.5 0.3 -0.4
H 0.188496 -0.191363 3.073343 -0.1 -1.4 0.8
H 1.741534 0.717328 2.966416 -1.5 -0.2 -0.2
H 0.674528 -3.372994 -0.642577 1.9 0.8 -1.0
H 1.189246 -2.617250 -2.241941 -0.6 0.2 0.0
H 2.451588 -2.829753 -1.189946 1.3 -0.7 0.9
```
Forces are in eV/Å.

Properties
Kohn-Sham gap, eV: 8.75
E_tot, eV: -26392.354
F_max, eV/A: 4.9
E_LUMO, eV: 0.8
Charge: 0
HOMO, eV: -7.90
M, g/mol: 138.18

Atom charges from the Löwdin analysis, given in e for atoms 1 to 6:
1. C -0.1617
2. N -0.3896
3. P 0.6910
4. N -0.3683
5. C -0.2088
6. S 0.3320



Entry 2:
The following is a quantum chemistry calculation of 2 unconnected molecules or ions with the total composition IO2S at a distorted geometry, from the Open Molecules 2025 dataset.

XYZ file:
```
4
Properties=species:S:1:pos:R:3:forces:R:3
O 1.165640 0.214825 -2.021430 0.6 -1.2 3.7
O 1.705389 0.828333 0.367028 -0.3 -1.3 -1.1
S 1.383821 -0.209862 -0.598694 -0.4 2.5 -2.6
I -4.254850 -0.833297 2.253096 0.0 0.0 0.0
```
Forces are in eV/Å.

Properties
Kohn-Sham gap, eV: 3.91
E_tot, eV: -23032.740
F_max, eV/A: 3.9
E_LUMO, eV: 0.7
Charge: -1
HOMO, eV: -3.26
M, g/mol: 190.97

Taken from the Löwdin analysis, the atomic charges in e are:
1. O -0.4748
2. O -0.4496
3. S 0.9195
4. I -0.9952



Entry 3:
The following is a quantum chemistry calculation of 5 unconnected molecules or ions with the total composition C3H14O5 at a distorted geometry, from the Open Molecules 2025 dataset.

XYZ file:
```
22
Properties=species:S:1:pos:R:3:forces:R:3
C -3.335127 1.020264 -0.946137 -0.5 0.3 0.7
C -2.149626 0.487241 -0.149180 0.6 -0.3 -0.8
C -2.170498 0.858282 1.296576 -0.3 0.0 0.3
O -1.337032 1.441335 1.937050 0.3 0.0 -0.3
H -4.253704 0.562857 -0.576266 -0.1 -0.2 -0.3
H -3.220253 0.837569 -2.004858 0.0 -0.2 -0.2
H -3.505716 2.089846 -0.801956 0.4 0.0 -0.1
H -2.179255 -0.596943 -0.157142 -0.3 -0.5 0.1
H -1.210364 0.663820 -0.679885 0.1 0.6 0.4
H -3.091117 0.493611 1.804546 0.0 0.1 0.0
O 1.138428 0.157839 -3.746125 -0.1 -0.1 0.0
H 1.330274 -0.782742 -3.662550 0.1 0.0 0.0
H 0.500635 0.315035 -3.043927 0.0 0.1 0.0
O 2.213832 -0.419006 2.642047 0.0 -0.4 0.1
H 2.536233 -1.312451 2.819384 0.1 0.2 0.1
H 1.295436 -0.567983 2.386562 0.0 0.2 0.0
O 1.641225 -2.652456 -0.435262 -0.2 -0.1 0.0
H 2.032477 -1.846826 -0.052673 0.0 -0.1 -0.2
H 1.909637 -3.416074 0.083163 0.1 0.2 0.0
O 2.353085 0.010908 -0.189164 0.0 0.0 -0.2
H 2.838673 0.206085 0.623500 -0.3 0.1 0.1
H 1.511924 0.481892 -0.135008 0.3 0.0 0.2
```
Forces are in eV/Å.

Properties
Kohn-Sham gap, eV: 10.54
E_tot, eV: -13575.060
F_max, eV/A: 1.0
E_LUMO, eV: 0.3
Charge: 0
HOMO, eV: -10.27
M, g/mol: 130.14

Atom charges from the Löwdin analysis, given in e for atoms 1 to 6:
1. C -0.0962
2. C -0.2253
3. C -0.2883
4. O 0.0550
5. H 0.0748
6. H 0.0717



Entry 4:
The following is a quantum chemistry calculation of a gas-phase ion, C4H6N (charge +1) at a distorted geometry, from the Open Molecules 2025 dataset.

XYZ file:
```
11
Properties=species:S:1:pos:R:3:forces:R:3
C 2.292961 0.075897 0.187327 5.0 0.1 -0.8
C 1.042608 -0.025414 0.152089 5.7 -0.1 0.6
N -0.080889 0.201076 -0.092376 -7.4 0.9 -0.1
C -1.184993 -0.363718 -0.771404 -1.5 -2.6 2.9
C -1.416697 0.273643 0.629772 -2.1 0.8 -2.3
H 2.929859 0.424377 -0.721285 -1.9 0.4 1.2
H 3.120721 -0.186302 0.866539 -1.2 -0.9 0.2
H -1.369700 -1.457858 -0.921155 0.8 1.1 0.1
H -1.550837 0.293297 -1.468826 -0.6 1.2 -2.0
H -2.197825 1.107936 0.660799 2.2 -0.3 -0.3
H -1.585209 -0.342934 1.478515 0.9 -0.7 0.6
```
Forces are in eV/Å.

Properties
Kohn-Sham gap, eV: 9.78
E_tot, eV: -5723.328
F_max, eV/A: 7.4
E_LUMO, eV: -5.6
Charge: +1
HOMO, eV: -15.37
M, g/mol: 68.10

Atom charges from the Löwdin analysis, given in e for atoms 1 to 6:
1. C 0.1406
2. C -0.0542
3. N 0.0220
4. C -0.0027
5. C 0.0803
6. H 0.1621



Entry 5:
The following is a quantum chemistry calculation of a molecular structure, C31H34AsNOsSi2Te at a distorted geometry, from the Open Molecules 2025 dataset.

XYZ file:
```
71
Properties=species:S:1:pos:R:3:forces:R:3
Os -0.279548 1.636226 -0.300317 -0.8 0.0 0.0
C -1.261337 0.658743 3.016692 0.2 0.1 -0.3
Si -0.194513 1.967926 2.098117 0.4 0.2 0.8
C -0.678867 3.604108 2.949904 0.1 -0.2 -0.4
C 1.628350 1.714099 2.612992 -0.4 0.0 0.1
C 1.982339 1.515207 3.947931 0.1 0.0 0.0
C 3.313751 1.390313 4.318917 -0.1 0.0 0.1
C 4.309304 1.475028 3.354129 0.0 0.0 -0.1
C 3.965106 1.679106 2.024979 0.1 0.0 0.0
C 2.629560 1.795306 1.639318 -0.1 0.1 -0.3
Si 2.099314 2.083900 -0.168330 0.9 0.1 0.5
C 3.134981 0.862971 -1.224186 -0.3 0.2 0.0
C 2.752482 3.808827 -0.649862 -0.3 -0.3 0.0
H -1.623173 1.046704 3.970918 0.1 0.0 0.0
H -0.676097 -0.243426 3.208446 0.0 0.0 0.0
H -2.139332 0.380169 2.428346 0.0 0.0 0.1
H -0.368212 3.568473 3.997149 0.0 0.0 0.0
H -1.759282 3.763974 2.915244 0.0 0.0 0.0
H -0.190796 4.459862 2.479114 0.0 0.0 0.0
H 1.207557 1.450230 4.706556 0.0 0.0 0.0
H 3.576556 1.230255 5.358281 0.0 0.0 0.0
H 5.351115 1.384508 3.638040 0.0 0.0 0.0
H 4.753829 1.743661 1.280303 0.0 0.0 0.0
H 4.191974 1.139607 -1.180810 0.0 0.0 0.0
H 2.830429 0.878734 -2.274348 0.0 0.0 0.0
H 3.043356 -0.165082 -0.868694 0.0 0.0 0.0
H 3.806447 3.882608 -0.369956 0.0 0.0 0.0
H 2.205274 4.596110 -0.129529 0.0 0.0 0.0
H 2.670324 3.990682 -1.724900 0.0 0.0 0.0
C -1.240005 -2.614858 -4.448146 0.0 0.0 0.0
C -0.297718 -3.033435 -3.521937 0.0 0.0 0.0
C -0.291573 -2.500852 -2.238270 0.0 0.1 0.1
C -1.229233 -1.542341 -1.881041 0.1 0.1 -0.1
C -2.173052 -1.122013 -2.815529 0.0 0.1 0.1
C -2.184466 -1.659275 -4.092012 0.0 0.0 0.0
As -1.287202 -0.716586 -0.112878 -0.1 -0.7 0.0
C -0.229586 -1.942135 0.934453 0.0 -0.1 0.1
C 1.122816 -1.835300 1.209103 0.0 0.1 -0.1
C 1.725419 -2.760795 2.049535 0.0 0.0 0.0
C 0.964449 -3.776927 2.613990 0.0 0.0 0.0
C -0.396317 -3.869325 2.357867 -0.1 0.0 0.0
C -1.009748 -2.946692 1.519171 0.2 0.1 0.0
C -2.449999 -2.871071 1.211454 -0.1 0.1 -0.1
C -3.419976 -3.787815 1.600264 0.1 0.0 0.0
C -4.746018 -3.583981 1.248817 0.0 0.0 0.0
C -5.120230 -2.465200 0.516943 0.0 0.0 0.0
C -4.160023 -1.542773 0.123359 0.1 0.1 0.0
C -2.835186 -1.754831 0.459973 -0.1 0.1 0.2
H -1.244708 -3.036619 -5.445343 0.0 0.0 0.0
H 0.437697 -3.780924 -3.791858 0.0 0.0 0.0
H 0.442128 -2.832413 -1.513302 0.0 0.0 0.0
H -2.899232 -0.363650 -2.539789 0.0 0.0 0.0
H -2.930454 -1.335824 -4.807735 0.0 0.0 0.0
H 1.698207 -1.019719 0.784000 0.0 0.0 0.1
H 2.778430 -2.677617 2.284317 0.0 0.0 0.0
H 1.433870 -4.495540 3.273501 0.0 0.0 0.0
H -0.982537 -4.645201 2.834676 0.0 0.0 0.0
H -3.138938 -4.661991 2.174063 0.0 0.0 0.0
H -5.498082 -4.299264 1.556523 0.0 0.0 0.0
H -6.156829 -2.307722 0.249084 0.0 0.0 0.0
H -4.444867 -0.656181 -0.430983 0.0 0.0 0.0
Te -2.007769 3.466905 -0.454296 0.0 0.0 0.1
C 0.246424 3.319529 -5.098900 0.0 0.0 0.0
C 0.156239 1.800230 -4.888847 0.0 0.2 -0.3
C 0.038217 1.492868 -3.478473 0.0 -0.3 0.2
N -0.075662 1.293011 -2.355219 0.2 0.4 -0.9
H 0.328103 3.536386 -6.162030 0.0 0.0 0.0
H 1.119366 3.727592 -4.592009 0.0 0.0 0.0
H -0.639168 3.814806 -4.704199 0.0 0.0 0.0
H 1.037794 1.297815 -5.289752 0.0 0.0 0.0
H -0.721466 1.390930 -5.392997 0.0 0.0 0.0
```
Forces are in eV/Å.

Properties
Kohn-Sham gap (spin up / spin down), eV: 6.68 / 6.21
E_tot, eV: -120543.197
F_max, eV/A: 1.0
Spin multiplicity: 5
E_LUMO (spin up / spin down), eV: 0.2 / -1.3
Charge: 0
HOMO (spin up / spin down), eV: -6.45 / -7.49
M, g/mol: 869.54
⟨S²⟩: 6.027

Atom charges from the Löwdin analysis, given in e for atoms 1 to 6:
1. Os 0.3591
2. C -0.2244
3. Si 0.2681
4. C -0.2602
5. C -0.3284
6. C -0.1042